Record 1
{
  "formula": "C6H10Br2N3",
  "method": "ωB97M-V/def2-TZVPD",
  "orbital_gap_ev": 8.544,
  "multiplicity": 1,
  "smiles": "C[C@@]1(Br)C=C(Br)C=[NH+][C@H]1NN",
  "max_force_ev_per_a": 3.450,
  "charge": 1,
  "elements": ["C", "C", "C", "C", "C", "C", "N", "N", "N", "Br", "Br", "H", "H", "H", "H", "H", "H", "H", "H", "H", "H"],
  "coordinates": [[-1.68, -0.88, 0.39], [-1.48, 1.37, -0.47], [-2.26, 0.21, 0.00], [0.50, 0.00, -0.51], [-0.19, -0.95, 0.47], [0.20, -1.09, 1.98], [-0.21, 1.29, -0.62], [1.80, 0.41, -0.32], [2.12, 1.12, -1.55], [-4.15, 0.63, -0.08], [0.43, -2.79, -0.34], [-2.19, -1.85, 0.70], [-2.02, 2.40, -0.53], [0.26, -0.55, -1.38], [1.31, -1.16, 2.07], [-0.34, -2.03, 2.43], [0.02, -0.17, 2.57], [2.54, -0.27, -0.21], [0.10, 2.08, -1.09], [2.40, 0.49, -2.25], [2.84, 1.74, -1.25]],
  "lowdin_charge": [-0.121, -0.031, -0.606, -0.420, -0.638, -0.095, 0.163, -0.029, 0.045, 0.803, 0.735, 0.163, 0.174, 0.096, 0.081, 0.130, 0.097, 0.132, 0.143, 0.083, 0.092]
}

Record 2
{
  "formula": "C17H46N2O11S6",
  "method": "ωB97M-V/def2-TZVPD",
  "orbital_gap_ev": 7.334,
  "multiplicity": 1,
  "max_force_ev_per_a": 1.508,
  "elements": ["N", "C", "O", "C", "C", "O", "O", "C", "O", "N", "C", "O", "H", "H", "H", "H", "H", "H", "H", "H", "H", "H", "C", "S", "O", "C", "H", "H", "H", "H", "H", "H", "C", "S", "O", "C", "H", "H", "H", "H", "H", "H", "C", "S", "O", "C", "H", "H", "H", "H", "H", "H", "C", "S", "O", "C", "H", "H", "H", "H", "H", "H", "C", "S", "O", "C", "H", "H", "H", "H", "H", "H", "C", "S", "O", "C", "H", "H", "H", "H", "H", "H"],
  "coordinates": [[2.13, -1.96, -1.27], [2.17, -0.71, -0.56], [0.96, -0.41, 0.10], [0.06, 0.46, -0.57], [-0.82, -0.16, -1.67], [-1.89, 0.46, -1.88], [-0.40, -1.17, -2.29], [0.77, 1.70, -1.09], [-0.06, 2.68, -1.58], [1.72, 1.23, -2.12], [2.75, 0.38, -1.44], [3.65, 1.19, -0.74], [1.26, -2.43, -1.09], [2.29, -1.85, -2.26], [2.89, -0.85, 0.23], [-0.62, 0.84, 0.19], [1.35, 2.09, -0.25], [-0.55, 3.02, -0.83], [2.20, 2.04, -2.50], [1.25, 0.76, -2.91], [3.32, -0.11, -2.22], [3.85, 1.96, -1.29], [2.71, -5.14, -5.58], [2.09, -4.20, -4.18], [3.08, -3.11, -3.93], [2.37, -5.47, -2.94], [2.66, -4.50, -6.46], [3.74, -5.43, -5.40], [2.08, -6.01, -5.73], [3.43, -5.74, -2.93], [1.76, -6.34, -3.17], [2.09, -5.06, -1.98], [3.85, -0.02, 3.24], [3.18, -1.66, 3.54], [2.45, -2.06, 2.31], [1.93, -1.13, 4.73], [4.63, -0.11, 2.48], [3.06, 0.64, 2.88], [4.29, 0.37, 4.16], [1.27, -0.40, 4.27], [2.43, -0.71, 5.61], [1.36, -2.01, 5.02], [6.26, 2.25, -4.06], [5.36, 3.62, -3.36], [3.98, 3.13, -3.06], [5.25, 4.59, -4.86], [6.40, 1.50, -3.29], [5.69, 1.82, -4.89], [7.24, 2.59, -4.41], [4.74, 4.01, -5.63], [6.25, 4.87, -5.18], [4.68, 5.49, -4.64], [-1.46, -1.98, 1.63], [-2.39, -0.64, 2.34], [-1.77, -0.33, 3.67], [-3.90, -1.55, 2.67], [-0.48, -1.57, 1.41], [-1.37, -2.83, 2.31], [-1.95, -2.30, 0.70], [-3.68, -2.39, 3.33], [-4.33, -1.90, 1.73], [-4.60, -0.88, 3.15], [-2.48, 5.24, 1.87], [-1.53, 3.91, 2.61], [-0.63, 3.38, 1.53], [-2.89, 2.76, 2.77], [-1.80, 6.06, 1.65], [-2.95, 4.89, 0.95], [-3.24, 5.58, 2.59], [-3.33, 2.57, 1.79], [-3.64, 3.17, 3.45], [-2.50, 1.83, 3.18], [-8.79, 0.51, 2.67], [-7.80, -0.80, 3.40], [-6.87, -1.28, 2.34], [-9.13, -2.00, 3.52], [-8.13, 1.36, 2.47], [-9.23, 0.16, 1.74], [-9.57, 0.81, 3.37], [-9.55, -2.18, 2.53], [-9.90, -1.62, 4.19], [-8.72, -2.92, 3.92]],
  "lowdin_charge": [0.105, -0.347, -0.035, -0.202, -0.672, -0.024, -0.040, -0.309, 0.058, 0.216, -0.259, 0.027, 0.080, 0.024, 0.119, 0.138, 0.170, 0.090, 0.136, 0.202, 0.164, 0.061, -0.276, 0.816, -0.563, -0.264, 0.047, 0.055, 0.051, 0.059, 0.053, 0.046, -0.269, 0.809, -0.541, -0.263, 0.047, 0.060, 0.049, 0.055, 0.050, 0.051, -0.255, 0.858, -0.563, -0.259, 0.055, 0.065, 0.058, 0.064, 0.058, 0.055, -0.244, 0.807, -0.561, -0.268, 0.030, 0.064, 0.069, 0.062, 0.055, 0.024, -0.272, 0.832, -0.553, -0.273, 0.047, 0.059, 0.051, 0.065, 0.058, -0.002, -0.271, 0.810, -0.549, -0.272, 0.049, 0.059, 0.052, 0.059, 0.052, 0.050]
}

Record 3
{
  "formula": "C19H26N4O3S",
  "method": "ωB97M-V/def2-TZVPD",
  "orbital_gap_ev": 8.077,
  "multiplicity": 1,
  "smiles": "CN1C(=O)C(=Cc2ccc(N(C)C)cc2)C(=O)N(C)C1=S.C1COCCN1",
  "max_force_ev_per_a": 3.953,
  "elements": ["C", "N", "C", "C", "C", "C", "C", "C", "C", "C", "O", "N", "C", "C", "S", "N", "C", "C", "O", "C", "C", "H", "H", "H", "H", "H", "H", "H", "H", "H", "H", "H", "H", "H", "H", "H", "H", "H", "C", "C", "N", "C", "C", "O", "H", "H", "H", "H", "H", "H", "H", "H", "H"],
  "coordinates": [[-0.98, 1.01, 6.48], [-1.62, -0.07, 5.76], [-1.52, -1.38, 6.36], [-1.71, 0.04, 4.35], [-0.61, -0.23, 3.50], [-0.75, -0.08, 2.13], [-1.97, 0.31, 1.56], [-2.13, 0.46, 0.08], [-2.51, -0.67, -0.68], [-3.01, -0.48, -2.03], [-3.29, 0.63, -2.50], [-3.20, -1.66, -2.81], [-3.79, -1.41, -4.12], [-2.37, -2.77, -2.66], [-2.00, -3.86, -3.88], [-1.86, -2.91, -1.38], [-1.19, -4.18, -1.08], [-2.17, -2.04, -0.29], [-2.08, -2.47, 0.87], [-3.03, 0.67, 2.41], [-2.94, 0.51, 3.78], [-1.19, 1.97, 6.01], [-1.38, 1.01, 7.50], [0.10, 0.86, 6.54], [-2.13, -2.09, 5.78], [-0.48, -1.73, 6.38], [-1.90, -1.32, 7.38], [0.32, -0.61, 3.97], [0.11, -0.33, 1.51], [-2.43, 1.46, -0.29], [-3.92, -2.38, -4.60], [-4.75, -0.90, -3.97], [-3.13, -0.78, -4.73], [-0.89, -4.16, -0.04], [-1.89, -5.01, -1.28], [-0.34, -4.27, -1.76], [-3.97, 0.97, 1.91], [-3.83, 0.71, 4.43], [0.91, 2.46, -2.53], [-0.36, 1.65, -2.12], [-0.50, 1.45, -0.69], [-0.18, 2.64, 0.14], [1.11, 3.35, -0.34], [0.98, 3.66, -1.74], [1.78, 1.77, -2.35], [0.82, 2.79, -3.59], [-1.26, 2.21, -2.44], [-0.38, 0.70, -2.61], [-0.26, 0.44, -0.33], [-1.05, 3.32, 0.02], [-0.14, 2.40, 1.19], [1.24, 4.33, 0.17], [1.93, 2.63, -0.14]],
  "lowdin_charge": [-0.083, -0.265, -0.082, -0.250, 0.003, -0.057, -0.213, -0.017, -0.054, -0.375, 0.051, -0.058, -0.073, -0.705, 0.691, -0.065, -0.076, -0.327, 0.069, -0.024, 0.013, 0.091, 0.080, 0.080, 0.095, 0.079, 0.081, 0.127, 0.114, 0.137, 0.037, 0.098, 0.100, 0.083, 0.084, 0.066, 0.130, 0.128, -0.168, -0.162, -0.102, -0.151, -0.169, -0.150, 0.129, 0.136, 0.127, 0.121, 0.162, 0.142, 0.113, 0.134, 0.128]
}

Record 4
{
  "formula": "InN2O6",
  "method": "ωB97M-V/def2-TZVPD",
  "orbital_gap_ev": 3.275,
  "multiplicity": 1,
  "max_force_ev_per_a": 1.568,
  "charge": 1,
  "elements": ["In", "N", "O", "O", "O", "N", "O", "O", "O"],
  "coordinates": [[-0.20, 2.67, 1.11], [-0.05, 0.58, -2.32], [-0.58, 1.37, -3.07], [0.24, 0.86, -1.16], [0.19, -0.56, -2.72], [0.11, -1.26, 2.06], [1.00, -1.80, 1.44], [-0.35, -1.65, 3.11], [-0.38, -0.21, 1.55]],
  "lowdin_charge": [1.138, -0.570, 0.240, 0.007, 0.261, -0.557, 0.243, 0.249, -0.010]
}

Record 5
{
  "formula": "C2H2ClO2P",
  "method": "ωB97M-V/def2-TZVPD",
  "orbital_gap_ev": [6.827, 8.074],
  "multiplicity": 1,
  "max_force_ev_per_a": 2.702,
  "elements": ["C", "C", "O", "O", "P", "Cl", "H", "H"],
  "coordinates": [[-0.56, -0.45, -0.14], [-1.31, 0.72, 0.04], [0.81, -0.55, -0.25], [-0.86, 1.83, 0.13], [2.08, 0.46, -0.26], [3.44, -0.96, 0.11], [-1.22, -1.41, -0.02], [-2.38, 0.36, 0.40]],
  "lowdin_charge": [-0.146, -0.365, -0.496, 0.021, 0.530, 0.171, 0.144, 0.141]
}